[1]
This record from OMol25 describes C21H24N2NiO3PSe2 as an isolated structure. The level of theory is ωB97M-V/def2-TZVPD.

Geometry as XYZ:
```
54
C21H24N2NiO3PSe2 | OMol25 | ωB97M-V/def2-TZVPD
Ni 0.309 -0.003 -0.288
C 0.648 0.849 3.821
C 1.104 0.503 2.432
O 0.203 0.531 1.560
C 2.463 0.182 2.137
C 3.423 0.201 3.194
C 4.740 -0.046 2.970
C 5.152 -0.322 1.644
C 4.262 -0.342 0.608
C 2.889 -0.097 0.822
O 2.116 -0.133 -0.235
H -0.430 0.980 3.810
H 1.119 1.770 4.170
H 0.916 0.061 4.527
H 3.092 0.423 4.200
H 5.457 -0.030 3.779
H 6.197 -0.525 1.440
H 4.576 -0.553 -0.406
Se -1.550 -2.317 -2.465
Se 0.661 -2.151 -3.140
C 0.803 -0.246 -3.280
C 1.133 0.280 -4.520
C 1.277 1.651 -4.660
C 1.068 2.461 -3.559
C 0.736 1.860 -2.361
N 0.615 0.537 -2.211
C -1.248 -2.717 -0.604
C -2.015 -3.728 -0.045
C -1.746 -4.118 1.258
C -0.695 -3.523 1.932
C -0.002 -2.508 1.297
N -0.295 -2.073 0.064
H 1.269 -0.382 -5.363
H 1.540 2.079 -5.619
H 1.171 3.536 -3.616
H 0.590 2.451 -1.466
H -2.773 -4.230 -0.630
H -2.323 -4.909 1.720
H -0.412 -3.832 2.930
H 0.825 -2.008 1.782
C -4.117 0.029 -0.812
P -2.850 1.233 -0.511
C -2.958 2.415 -1.829
C -3.287 2.083 0.981
O -1.490 0.613 -0.411
H -5.107 0.488 -0.780
H -4.060 -0.748 -0.048
H -3.961 -0.425 -1.791
H -3.981 2.785 -1.930
H -2.656 1.938 -2.763
H -2.294 3.256 -1.626
H -4.319 2.438 0.943
H -2.618 2.931 1.128
H -3.169 1.399 1.822
```

Properties
Net charge = +1
Electronic energy = -212310.81127 eV
Gap between HOMO and LUMO = 0.278 Ha



[2]
This record from OMol25 describes C21H24N2O2P2W as an isolated structure. The level of theory is ωB97M-V/def2-TZVPD.

Geometry as XYZ:
```
52
C21H24N2O2P2W | OMol25 | ωB97M-V/def2-TZVPD
C -1.554 3.283 -1.869
C -1.355 1.996 -1.372
C -0.029 1.508 -1.297
C 1.086 2.285 -1.628
C 0.846 3.574 -2.150
C -0.455 4.066 -2.237
C 2.406 1.687 -1.468
C 2.459 0.250 -1.775
C 1.338 -0.515 -1.432
C 1.379 -1.921 -1.365
C 2.582 -2.543 -1.705
C 3.698 -1.790 -2.084
C 3.647 -0.405 -2.143
H -2.572 3.667 -1.963
H 1.693 4.165 -2.524
H -0.636 5.076 -2.609
H 3.242 2.280 -1.868
H 2.616 -3.633 -1.692
H 4.619 -2.310 -2.347
H 4.506 0.193 -2.467
N 0.242 0.183 -0.866
W -0.180 -0.099 1.028
C -2.506 1.161 -0.850
H -2.566 0.179 -1.343
H -3.468 1.682 -0.977
C 0.168 -2.687 -0.852
H -0.746 -2.379 -1.379
H 0.298 -3.775 -0.970
P -2.276 0.881 0.961
P -0.118 -2.383 0.944
C 1.322 -3.141 1.741
H 1.167 -3.106 2.830
H 1.420 -4.190 1.412
H 2.232 -2.574 1.492
C -1.555 -3.315 1.454
H -1.382 -4.387 1.282
H -1.711 -3.132 2.525
H -2.445 -2.987 0.901
C -2.232 2.554 1.660
H -3.203 3.055 1.537
H -2.005 2.461 2.730
H -1.453 3.162 1.184
C -3.723 0.084 1.634
H -3.549 -0.013 2.709
H -4.619 0.689 1.460
H -3.849 -0.908 1.192
C 2.138 0.680 0.789
O 2.914 0.007 1.395
H 2.613 1.421 -0.134
O -0.305 -0.072 5.352
C -0.138 -0.008 4.176
N -0.004 0.047 2.980
```

Properties
Net charge = +2
Electronic energy = -49628.44913 eV
⟨S²⟩ = 2.08
Gap between HOMO and LUMO (alpha / beta) = 0.234 / 0.222 Ha
2S+1 = 3
Energy relative to the best compared isomer or geometry (same formula, charge and spin) = 44.9 kcal/mol



[3]
This record from OMol25 describes the molecule C21H24N2O4. The level of theory is ωB97M-V/def2-TZVPD.

Geometry as XYZ:
```
51
C21H24N2O4 | OMol25 | ωB97M-V/def2-TZVPD
C 7.237 2.832 1.123
H 7.846 3.202 1.946
O 6.842 1.534 1.497
C 6.067 0.817 0.637
C 5.610 1.269 -0.594
C 4.826 0.444 -1.386
C 4.494 -0.835 -0.977
C 4.947 -1.282 0.261
C 5.722 -0.470 1.059
H 6.080 -0.807 2.018
H 4.677 -2.273 0.593
C 3.639 -1.741 -1.834
C 2.365 -2.018 -1.125
N 2.146 -2.990 -0.308
C 0.856 -2.809 0.135
C 0.060 -3.545 1.002
C -1.223 -3.090 1.216
C -1.720 -1.929 0.607
C -0.935 -1.189 -0.272
C 0.346 -1.652 -0.490
O 1.325 -1.159 -1.293
H -1.300 -0.318 -0.794
C -3.138 -1.564 0.903
O -3.982 -2.398 1.172
N -3.400 -0.236 0.898
H -2.694 0.417 0.595
C -4.738 0.290 0.979
H -4.824 0.947 1.852
H -5.413 -0.557 1.111
C -5.099 1.066 -0.311
C -5.092 0.112 -1.508
H -4.100 -0.308 -1.644
H -5.362 0.654 -2.410
H -5.797 -0.698 -1.348
C -6.482 1.700 -0.157
H -6.700 2.329 -1.017
H -7.232 0.917 -0.100
H -6.546 2.301 0.747
O -4.074 2.020 -0.605
C -4.005 3.176 0.193
H -3.933 2.944 1.261
H -4.859 3.840 0.028
H -3.097 3.691 -0.118
H -1.893 -3.630 1.867
H 0.437 -4.436 1.476
H 3.423 -1.263 -2.790
H 4.152 -2.689 -1.999
H 4.477 0.813 -2.340
H 5.853 2.258 -0.951
H 7.836 2.822 0.207
H 6.375 3.492 0.987
```

Properties
Net charge = 0
Electronic energy = -33337.14545 eV
Gap between HOMO and LUMO = 0.335 Ha
Energy relative to the best compared isomer or geometry (same formula, charge and spin) = 50.6 kcal/mol
Structure (SMILES) = COc1ccc(Cc2nc3ccc(C(=O)NCC(C)(C)OC)cc3o2)cc1



[4]
This record from OMol25 describes the molecule C21H24N2O4. The level of theory is ωB97M-V/def2-TZVPD.

Geometry as XYZ:
```
51
C21H24N2O4 | OMol25 | ωB97M-V/def2-TZVPD
C 0.037 -2.592 0.707
H -0.139 -2.684 -0.367
O 0.453 -1.292 1.056
C 1.595 -0.791 0.511
C 2.287 -1.333 -0.562
C 3.416 -0.691 -1.046
C 3.868 0.482 -0.471
C 3.199 1.013 0.622
C 2.070 0.388 1.113
C 1.369 0.776 2.379
O 1.782 0.419 3.464
N 0.222 1.487 2.239
C -0.241 2.037 0.981
H 0.065 1.386 0.157
C -1.770 2.148 1.001
N -2.313 0.911 1.508
C -2.859 -0.072 0.766
O -3.121 -1.169 1.222
C -3.252 0.289 -0.676
O -2.190 0.761 -1.476
C -1.334 -0.116 -2.088
C -0.232 0.479 -2.698
C 0.694 -0.273 -3.402
C 0.503 -1.646 -3.497
C -0.584 -2.241 -2.885
C -1.504 -1.491 -2.170
H -2.329 -1.988 -1.684
H -0.723 -3.311 -2.959
H 1.209 -2.250 -4.048
C 1.870 0.400 -4.039
H 1.539 1.195 -4.705
H 2.463 -0.310 -4.609
H 2.503 0.847 -3.273
H -0.118 1.550 -2.618
H -3.980 1.107 -0.643
H -3.741 -0.585 -1.116
C -1.939 0.618 2.888
C -0.743 1.476 3.313
H -0.256 1.034 4.184
H -1.048 2.497 3.563
H -2.796 0.798 3.546
H -1.681 -0.443 2.940
H -2.091 2.965 1.654
H -2.128 2.351 -0.005
H 0.201 3.029 0.819
H 3.560 1.909 1.105
H 4.748 0.973 -0.856
H 3.948 -1.124 -1.880
H 1.959 -2.250 -1.023
H -0.903 -2.746 1.236
H 0.771 -3.338 1.027
```

Properties
Net charge = 0
Electronic energy = -33336.96222 eV
Gap between HOMO and LUMO = 0.340 Ha
Energy relative to the best compared isomer or geometry (same formula, charge and spin) = 54.8 kcal/mol
Structure (SMILES) = COc1ccccc1C(=O)N1CCN(C(=O)COc2cccc(C)c2)CC1



[5]
This record from OMol25 describes the molecule C21H24N2O4S. The level of theory is ωB97M-V/def2-TZVPD.

Geometry as XYZ:
```
52
C21H24N2O4S | OMol25 | ωB97M-V/def2-TZVPD
C -4.260 -2.388 2.736
H -4.158 -2.097 3.781
O -4.066 -1.210 1.995
C -4.136 -1.272 0.633
C -4.394 -2.435 -0.085
C -4.447 -2.405 -1.468
C -4.246 -1.221 -2.153
C -3.993 -0.061 -1.441
C -3.938 -0.068 -0.058
C -3.616 1.206 0.681
N -2.245 1.605 0.434
C -1.917 2.640 -0.363
O -2.709 3.410 -0.865
C -0.420 2.717 -0.506
C 0.210 2.008 -1.431
C 1.702 1.855 -1.415
N 2.237 2.156 -0.101
S 1.917 0.924 1.009
O 2.303 1.414 2.298
O 0.588 0.374 0.883
C 3.096 -0.299 0.454
C 4.442 -0.006 0.560
C 5.372 -0.929 0.118
C 4.963 -2.143 -0.430
C 3.603 -2.416 -0.524
C 2.666 -1.496 -0.083
H 1.607 -1.689 -0.144
H 3.274 -3.354 -0.946
C 5.977 -3.146 -0.885
H 6.846 -2.652 -1.312
H 6.314 -3.740 -0.036
H 5.553 -3.822 -1.624
H 6.426 -0.711 0.197
H 4.737 0.937 0.991
C 1.803 3.460 0.372
C 0.285 3.507 0.559
H -0.073 4.539 0.542
H 0.025 3.077 1.532
H 2.312 3.639 1.319
H 2.133 4.199 -0.362
H 1.972 0.822 -1.651
H 2.192 2.511 -2.144
H -0.335 1.449 -2.176
H -1.504 0.984 0.739
H -4.243 2.025 0.317
H -3.769 1.068 1.753
H -3.835 0.874 -1.958
H -4.288 -1.200 -3.231
H -4.647 -3.319 -2.008
H -4.554 -3.372 0.424
H -5.259 -2.807 2.574
H -3.504 -3.144 2.498
```

Properties
Net charge = 0
Electronic energy = -44171.43664 eV
Gap between HOMO and LUMO = 0.331 Ha
Energy relative to the best compared isomer or geometry (same formula, charge and spin) = 45.4 kcal/mol
Structure (SMILES) = COc1ccccc1CNC(=O)C1=CCN(S(=O)(=O)c2ccc(C)cc2)CC1



[6]
This record from OMol25 describes the molecule C21H24N2O5S. The level of theory is ωB97M-V/def2-TZVPD.

Geometry as XYZ:
```
53
C21H24N2O5S | OMol25 | ωB97M-V/def2-TZVPD
O -5.256 0.551 0.415
C -4.068 0.713 0.233
N -3.548 1.938 -0.031
C -2.167 2.221 -0.212
C -1.326 2.230 0.892
C 0.044 2.356 0.729
C 0.576 2.513 -0.556
C -0.278 2.552 -1.649
C -1.641 2.399 -1.485
H -2.296 2.399 -2.342
H 0.153 2.673 -2.629
O 1.921 2.636 -0.779
C 2.680 2.841 0.393
C 2.169 1.958 1.529
H 2.751 2.108 2.439
O 0.839 2.308 1.839
H 2.208 0.904 1.226
H 3.713 2.600 0.137
H 2.611 3.895 0.697
H -1.717 2.088 1.887
H -4.214 2.696 -0.115
C -3.053 -0.417 0.209
C -3.003 -1.004 -1.209
C -2.200 -2.318 -1.180
N -1.357 -2.409 -0.005
S -0.029 -1.374 -0.054
O -0.108 -0.492 -1.182
O 0.208 -0.798 1.238
C 1.327 -2.560 -0.382
C 2.581 -1.764 -0.290
C 2.930 -0.900 -1.323
C 4.051 -0.097 -1.214
C 4.835 -0.148 -0.073
C 4.489 -0.999 0.962
C 3.364 -1.799 0.857
H 3.090 -2.455 1.670
H 5.093 -1.038 1.856
H 5.714 0.475 0.010
H 4.308 0.573 -2.020
H 2.308 -0.847 -2.202
H 1.142 -2.960 -1.374
H 1.252 -3.332 0.377
C -2.111 -2.450 1.237
C -3.355 -1.546 1.192
H -3.565 -1.147 2.183
H -4.235 -2.096 0.857
H -1.426 -2.114 2.016
H -2.387 -3.492 1.432
H -1.550 -2.388 -2.052
H -2.863 -3.187 -1.165
H -4.017 -1.192 -1.565
H -2.517 -0.289 -1.873
H -2.069 -0.013 0.452
```

Properties
Net charge = 0
Electronic energy = -46219.48388 eV
Gap between HOMO and LUMO = 0.318 Ha
Energy relative to the best compared isomer or geometry (same formula, charge and spin) = 43.1 kcal/mol
Structure (SMILES) = O=C(Nc1ccc2c(c1)OCCO2)C1CCN(S(=O)(=O)Cc2ccccc2)CC1